Entry 1:
Formula: C31H35N2O4
Source: OMol25
Level of theory: ωB97M-V/def2-TZVPD

Positions of all 72 atoms, in Å:
C 4.5168 -0.0604 0.0213
C 4.0496 -1.0118 -1.0568
C 4.3284 -0.4445 -2.4383
C 4.7191 -2.3717 -0.9141
O 2.6130 -1.3057 -0.8923
C 1.7141 -0.3065 -1.0762
N 0.4405 -0.8570 -1.0340
C -0.5638 -0.1844 -1.4801
C -1.8126 -0.8611 -1.8131
C -2.7583 -0.3219 -2.7075
C -3.8610 -1.0792 -3.0925
C -4.0859 -2.3442 -2.5306
C -3.1826 -2.8568 -1.5904
C -2.0330 -2.1362 -1.2721
O 2.0068 0.8773 -1.2260
H 4.2896 -0.4556 1.0193
H 5.6015 0.0921 -0.0525
H 4.0186 0.9082 -0.0999
H 4.0179 -1.1624 -3.2095
H 3.7855 0.4984 -2.5774
H 5.4002 -0.2437 -2.5634
H 4.3944 -3.0334 -1.7261
H 5.8111 -2.2955 -0.9643
H 4.4536 -2.8418 0.0405
H -0.5129 0.8817 -1.7302
H -2.5980 0.6899 -3.0837
H -4.5607 -0.6790 -3.8286
H -4.9601 -2.9347 -2.8174
H -3.3681 -3.8065 -1.0844
H -1.2865 -2.5282 -0.5806
C -1.3303 4.7335 -1.9126
C -0.4425 4.4620 -0.7081
C 0.8234 3.7240 -1.1042
C -0.0679 5.7728 -0.0317
O -1.1815 3.7005 0.3245
C -1.6010 2.4344 -0.0094
C -0.9308 1.4010 0.7975
N -1.6233 0.3712 1.1511
C -1.2647 -0.6907 1.8386
C -2.2609 -1.7367 2.0084
C -2.0061 -2.9067 2.7467
C -2.9795 -3.8976 2.8303
C -4.2314 -3.7075 2.2292
C -4.5135 -2.5121 1.5480
C -3.5346 -1.5285 1.4484
C 0.1061 -0.7946 2.3661
C 0.9172 -1.8997 2.0596
C 2.2401 -1.9355 2.4997
C 2.7500 -0.8805 3.2638
C 1.9324 0.2025 3.6081
C 0.6236 0.2621 3.1358
O -2.4469 2.1915 -0.8515
H -2.1477 5.4122 -1.6284
H -0.7360 5.2111 -2.7066
H -1.7737 3.8094 -2.3019
H 1.3811 3.4332 -0.2055
H 0.6343 2.8217 -1.6957
H 1.4728 4.3806 -1.7041
H 0.4998 5.5736 0.8840
H 0.5544 6.3812 -0.7011
H -0.9710 6.3429 0.2241
H 0.0997 1.6021 1.1251
H -1.0490 -3.0136 3.2532
H -2.7574 -4.8163 3.3762
H -4.9923 -4.4903 2.2971
H -5.4898 -2.3465 1.0886
H -3.7175 -0.5964 0.9139
H 0.5084 -2.7107 1.4500
H 2.8611 -2.7977 2.2456
H 3.7867 -0.9069 3.5985
H 2.3080 1.0122 4.2345
H -0.0272 1.1074 3.3750

Cartesian forces (eV/Å) of the 3 atoms listed first:
C 0.0 0.4 0.4
C -0.1 -0.1 0.0
C -0.2 0.2 -0.4

Energy above the lowest of the compared OMol25 structures with the same formula, charge and spin in kcal/mol: 0.0
Energy in eV: -43886.5983
HOMO energy in eV: -2.8
Strongest force on any atom in eV/Å: 2.07
Total charge: -1
Gap between HOMO and LUMO in hartree: 0.2009
E_LUMO in eV: 2.696
Molar mass in g/mol: 499.6

***

Entry 2:
Formula: C31H35N3O2SSiZn
Source: OMol25
Level of theory: ωB97M-V/def2-TZVPD

Positions of all 74 atoms, in Å:
Zn -11.8927 -14.3442 -2.4672
C -11.9390 -19.8608 -9.6891
C -11.5796 -18.9701 -8.5378
C -10.4329 -18.1488 -8.5902
C -10.1108 -17.2950 -7.5096
C -10.9372 -17.3119 -6.3371
C -12.1227 -18.0687 -6.3075
C -12.3795 -18.9322 -7.3905
S -10.3858 -16.4545 -4.8651
O -9.0837 -15.8680 -5.1806
O -10.3932 -17.4619 -3.7938
N -11.2919 -15.1824 -4.3111
C -12.3324 -14.6003 -4.9260
C -12.8045 -14.7797 -6.2427
C -14.1098 -14.4606 -6.5129
C -14.9232 -13.8381 -5.5288
C -14.3416 -13.5190 -4.3259
N -13.0502 -13.8405 -4.0377
H -11.0789 -19.9634 -10.3410
H -12.7385 -19.3484 -10.3022
H -12.3453 -20.8763 -9.4291
H -9.7916 -18.1936 -9.4573
H -9.1885 -16.6963 -7.5315
H -12.6479 -18.1566 -5.3872
H -13.2300 -19.5823 -7.2981
H -12.1898 -15.2074 -7.0153
H -14.4810 -14.7120 -7.5196
H -15.9584 -13.6824 -5.8089
H -14.8766 -13.0819 -3.5137
C -11.7834 -15.6279 -0.9307
Si -10.4419 -14.9441 0.1336
C -10.3897 -13.0153 -0.1526
N -10.6782 -12.5907 -1.5252
C -11.4873 -11.3588 -1.5600
C -10.6529 -10.1043 -1.2852
C -9.5106 -9.9805 -2.3154
C -9.3538 -11.2357 -3.2227
C -9.4741 -12.5561 -2.4087
C -10.7386 -15.3068 1.9575
C -9.8060 -16.0450 2.7147
C -9.9582 -16.1722 4.0998
C -11.0797 -15.6668 4.7288
C -12.0346 -14.9215 3.9879
C -11.8407 -14.6977 2.6388
C -8.7695 -15.6208 -0.4105
C -7.6070 -15.1699 0.2779
C -6.3530 -15.7292 -0.0156
C -6.2821 -16.7620 -0.9191
C -7.3929 -17.1852 -1.6081
C -8.6565 -16.6846 -1.3321
H -12.7950 -15.6515 -0.4392
H -11.5468 -16.5966 -1.4000
H -9.4231 -12.5674 0.2079
H -11.1411 -12.5149 0.5206
H -12.2730 -11.4922 -0.8043
H -11.9562 -11.2401 -2.5622
H -10.2138 -10.1330 -0.2639
H -11.3170 -9.2029 -1.3000
H -8.5826 -9.7032 -1.8044
H -9.7002 -9.1196 -2.9984
H -8.3517 -11.2167 -3.6389
H -10.0763 -11.2213 -4.0452
H -8.5603 -12.5957 -1.7654
H -9.4646 -13.4670 -3.0474
H -8.9170 -16.4961 2.2649
H -9.2188 -16.6905 4.6591
H -11.3097 -15.8277 5.7413
H -12.8693 -14.4983 4.5219
H -12.6105 -14.1223 2.1287
H -7.6960 -14.4084 1.0328
H -5.4689 -15.4056 0.5351
H -5.3280 -17.2385 -1.1069
H -7.2612 -17.9864 -2.2921
H -9.5144 -17.0377 -1.8612

Cartesian forces (eV/Å) of the 3 atoms listed first:
Zn 0.4 -0.3 1.1
C -1.1 0.0 -0.7
C 0.3 0.3 0.7

Energy in eV: -108411.2122
HOMO energy in eV: -8.1
Strongest force on any atom in eV/Å: 2.89
Total charge: 0
Gap between HOMO and LUMO in hartree: 0.3074
E_LUMO in eV: 0.307
Molar mass in g/mol: 607.2

***

Entry 3:
Formula: C31H35N3O9
Source: OMol25
Level of theory: ωB97M-V/def2-TZVPD

Positions of all 78 atoms, in Å:
C -4.2590 -3.9601 2.7307
C -4.8677 -2.7442 2.0464
O -3.9292 -2.1074 1.1807
C -3.0689 -1.2542 1.7428
O -3.0546 -0.9910 2.9228
C -2.1510 -0.6424 0.7522
C -2.1127 -1.0520 -0.5774
C -1.2633 -0.4256 -1.4674
C -0.4638 0.6307 -1.0415
N 0.4382 1.2401 -1.9514
C 0.0901 2.0540 -2.9775
O 0.8949 2.4243 -3.8094
C -1.3664 2.4992 -3.0760
N -2.0869 2.6128 -1.8388
C -3.2028 1.8787 -1.6006
O -3.6925 1.1296 -2.4260
C -3.7569 2.0316 -0.2506
C -4.8238 1.3922 0.3277
C -4.8753 1.8415 1.6636
C -3.8405 2.7169 1.8028
O -3.1593 2.8418 0.6565
C 1.8419 0.8374 -1.8482
C 2.5591 1.6261 -0.7453
O 2.0796 2.5987 -0.2013
N 3.7945 1.1561 -0.4842
C 4.6543 1.7220 0.5273
C 4.5428 0.9780 1.8754
C 3.2318 1.3103 2.6223
C 3.7067 1.8521 3.9742
C 5.1320 2.2999 3.6528
O 5.6128 1.3473 2.7260
C 1.9441 -0.6573 -1.6869
C 2.1227 -1.4697 -2.7892
C 2.1288 -2.8518 -2.6526
C 1.9342 -3.4403 -1.4155
O 1.9049 -4.7763 -1.1758
C 2.0712 -5.6555 -2.2610
C 1.7436 -2.6142 -0.2817
O 1.5419 -3.2679 0.8917
C 1.2639 -2.5102 2.0431
C 1.7671 -1.2408 -0.4305
C -0.4868 1.0313 0.2923
C -1.3223 0.3923 1.1831
H -5.0170 -4.4607 3.3263
H -3.4462 -3.6498 3.3827
H -3.8720 -4.6547 1.9889
H -5.6993 -3.0307 1.3994
H -5.2069 -2.0200 2.7947
H -2.7490 -1.8570 -0.9063
H -1.2240 -0.7410 -2.4983
H -1.3592 3.4533 -3.6149
H -1.9125 1.7687 -3.6853
H -1.7255 3.2190 -1.1193
H -5.4713 0.6925 -0.1581
H -5.5781 1.5532 2.4174
H -3.5012 3.2945 2.6400
H 2.2939 1.1500 -2.8010
H 4.0866 0.2963 -0.9221
H 5.6917 1.6731 0.1879
H 4.3684 2.7683 0.6562
H 4.6493 -0.0983 1.6853
H 2.6756 2.0686 2.0736
H 2.5970 0.4336 2.7391
H 3.7293 1.0565 4.7193
H 3.0889 2.6666 4.3435
H 5.8032 2.2886 4.5116
H 5.1334 3.3044 3.2068
H 2.2524 -1.0322 -3.7674
H 2.2746 -3.4600 -3.5303
H 1.2827 -5.5257 -3.0094
H 2.0052 -6.6567 -1.8387
H 3.0490 -5.5282 -2.7372
H 1.0770 -3.2361 2.8326
H 2.1169 -1.8840 2.3268
H 0.3771 -1.8810 1.9108
H 1.6326 -0.5997 0.4256
H 0.1445 1.8467 0.6096
H -1.3627 0.6888 2.2209

Cartesian forces (eV/Å) of the 3 atoms listed first:
C 0.0 0.3 -0.2
C -0.2 -0.2 0.5
O 0.1 0.0 -0.3

Energy above the lowest of the compared OMol25 structures with the same formula, charge and spin in kcal/mol: 4.0
Energy in eV: -55613.4919
HOMO energy in eV: -8.3
Strongest force on any atom in eV/Å: 1.28
Total charge: 0
Gap between HOMO and LUMO in hartree: 0.3196
SMILES string: CCOC(=O)c1ccc(N(C(=O)CNC(=O)c2ccco2)[C@@H](C(=O)NC[C@@H]2CCCO2)c2ccc(OC)c(OC)c2)cc1
E_LUMO in eV: 0.375
Molar mass in g/mol: 593.6